The following is a quantum chemistry calculation of 14 unconnected molecules or ions with the total composition C32H97N5O14 at a distorted geometry, from the Open Molecules 2025 dataset.

CARTESIAN COORDINATES (ANGSTROEM)
C (1.20403, -4.81275, 3.15082)
O (1.42501, -4.50267, 4.52036)
H (0.30666, -5.38430, 2.91387)
H (0.95913, -3.83403, 2.73823)
H (2.06999, -5.29312, 2.69532)
H (0.63540, -4.06440, 4.84604)
C (-0.40302, -0.36419, 8.82877)
O (-1.44889, -1.03162, 8.16209)
H (-0.83251, -0.08137, 9.78984)
H (0.51951, -0.93997, 8.90297)
H (-0.17476, 0.54223, 8.26805)
H (-2.23591, -0.49703, 8.03396)
C (6.82515, -0.80742, 3.50024)
O (8.20664, -0.99661, 3.44056)
H (6.54659, 0.20661, 3.21349)
H (6.32335, -1.49562, 2.82004)
H (6.37694, -0.84428, 4.49314)
H (8.34848, -0.99182, 2.49111)
C (5.10637, -4.64320, -4.99832)
O (4.71000, -4.47923, -3.58735)
H (5.96140, -5.30224, -5.14895)
H (4.30706, -5.06658, -5.60656)
H (5.23681, -3.65880, -5.44782)
H (4.32194, -5.31385, -3.31454)
C (-1.79663, -5.35984, -8.87287)
O (-0.54537, -4.64772, -8.74947)
H (-1.79760, -6.13686, -8.10845)
H (-2.67566, -4.71580, -8.84777)
H (-1.73131, -5.86583, -9.83609)
H (-0.44442, -4.05995, -9.50176)
C (2.71592, 3.67213, -7.80246)
O (3.21466, 3.13483, -6.58126)
H (3.04236, 3.14801, -8.70070)
H (1.62793, 3.70203, -7.74358)
H (3.02304, 4.69769, -8.00745)
H (2.68208, 2.35589, -6.40458)
C (6.42335, 7.27168, -2.31667)
C (4.90222, 7.41637, -2.10384)
O (4.15278, 7.24918, -3.27072)
H (6.69742, 6.24146, -2.54388)
H (7.05633, 7.49841, -1.45874)
H (6.80861, 7.91362, -3.10888)
H (4.61550, 8.39684, -1.72363)
H (4.54538, 6.70823, -1.35598)
H (4.15134, 6.32851, -3.54267)
C (-4.61400, 4.92381, 8.07772)
C (-5.87995, 4.10201, 8.20057)
O (-5.65073, 2.74132, 7.80966)
H (-4.89270, 5.97751, 8.06582)
H (-4.14186, 4.73543, 7.11352)
H (-3.93284, 4.68032, 8.89309)
H (-6.64822, 4.55659, 7.57510)
H (-6.23778, 4.07188, 9.22973)
H (-6.42409, 2.25621, 8.10662)
C (-2.01355, 0.67549, -10.86274)
C (-1.02155, 0.52049, -11.97955)
O (-0.26699, -0.62715, -11.90283)
H (-2.53493, 1.62565, -10.97875)
H (-1.55327, 0.67454, -9.87468)
H (-2.75272, -0.12438, -10.81871)
H (-0.34335, 1.37381, -11.98057)
H (-1.59214, 0.66811, -12.89645)
H (0.23566, -0.63312, -12.72070)
C (-7.28361, -0.79734, 0.36962)
C (-6.94626, -0.77165, 1.82945)
C (-6.26637, -2.08153, 2.39324)
O (-6.81860, -3.30145, 1.90546)
C (-6.18984, -4.44841, 2.35055)
N (-6.12333, 0.43255, 1.93987)
H (-6.43533, -0.77179, -0.31438)
H (-7.96891, -0.02733, 0.01528)
H (-7.73774, -1.74168, 0.06947)
H (-7.85826, -0.59518, 2.39973)
H (-6.25219, -1.99763, 3.47991)
H (-5.21713, -2.12861, 2.10169)
H (-6.45140, -5.36843, 1.82784)
H (-6.45128, -4.51271, 3.40678)
H (-5.11005, -4.34462, 2.24388)
H (-6.02171, 0.53558, 2.93945)
H (-5.19378, 0.20344, 1.61815)
C (-0.80083, -1.90590, -1.91818)
C (-0.28937, -0.58358, -2.21922)
C (0.38132, 0.11830, -0.98020)
O (-0.57296, 0.30768, 0.00667)
C (-0.06451, 0.85200, 1.19043)
N (0.64381, -0.69508, -3.34518)
H (-1.64664, -1.94682, -1.23186)
H (0.05663, -2.41693, -1.48034)
H (-1.01906, -2.45698, -2.83294)
H (-1.13131, -0.02338, -2.62593)
H (0.78528, 1.09943, -1.22980)
H (1.19388, -0.51519, -0.62447)
H (0.45050, 1.80175, 1.04604)
H (0.67636, 0.20872, 1.66519)
H (-0.88940, 0.94294, 1.89711)
H (1.49849, -1.14459, -3.04927)
H (0.32828, -1.28503, -4.10181)
C (4.22506, 6.19151, 10.91561)
C (4.75095, 5.17464, 9.92643)
C (4.94277, 5.84653, 8.56785)
O (3.63770, 6.00351, 7.94655)
C (3.74963, 6.73955, 6.79244)
N (6.09380, 4.70383, 10.32445)
H (4.99562, 6.94239, 11.09033)
H (3.97008, 5.75171, 11.87980)
H (3.29921, 6.52796, 10.44901)
H (4.10548, 4.30272, 9.82050)
H (5.59991, 5.27625, 7.91130)
H (5.48293, 6.78828, 8.66496)
H (4.39001, 7.62057, 6.83485)
H (2.73716, 7.03412, 6.51636)
H (4.23368, 6.19256, 5.98337)
H (6.72867, 5.48667, 10.38929)
H (6.47121, 4.06426, 9.63990)
C (-2.65185, 7.31868, -0.43459)
C (-3.88504, 7.02316, -1.33030)
C (-3.59144, 5.88580, -2.38867)
O (-4.65770, 5.95895, -3.35102)
C (-4.39684, 5.15579, -4.45751)
N (-5.03844, 6.69881, -0.54590)
H (-1.72746, 7.21405, -1.00261)
H (-2.61052, 6.58937, 0.37442)
H (-2.79336, 8.29742, 0.02384)
H (-4.11237, 7.99159, -1.77588)
H (-3.57852, 4.91228, -1.89857)
H (-2.66960, 6.13756, -2.91301)
H (-4.28881, 4.09492, -4.23174)
H (-3.46743, 5.43347, -4.95470)
H (-5.24561, 5.30534, -5.12484)
H (-4.89973, 5.75474, -0.21484)
H (-5.73952, 6.56082, -1.25974)
C (0.08125, -10.51405, -1.87195)
C (1.54476, -10.90336, -1.59237)
C (1.96530, -12.29984, -1.98847)
O (1.63395, -12.57331, -3.38769)
C (1.90104, -13.93195, -3.80820)
N (2.31161, -10.00584, -2.46455)
H (-0.21781, -9.52385, -1.52820)
H (-0.64663, -11.15082, -1.36913)
H (-0.24317, -10.48289, -2.91209)
H (1.79862, -10.68077, -0.55597)
H (1.48388, -13.00503, -1.31095)
H (3.01766, -12.50974, -1.79723)
H (2.93942, -14.24456, -3.69807)
H (1.75643, -14.09070, -4.87684)
H (1.21874, -14.60654, -3.29101)
H (3.25281, -10.27895, -2.22032)
H (2.16958, -10.30925, -3.41737)

Its relative energy (zero: lowest compared OMol25 entry of this formula, charge and spin) is 6.5780 eV. The value obtained for the largest force on an atom is 2.64 eV Å⁻¹. For the energy, the calculation gives -2604.15458 a.u.

Löwdin atomic charge list, values in e, 2 entries: -0.165 -0.126

=====

The following is a quantum chemistry calculation of a molecular structure, C33H15F4GaN11O, from the Open Molecules 2025 dataset.

CARTESIAN COORDINATES (ANGSTROEM)
Ga (0.32391, 0.27611, 0.56895)
C (-3.32753, -1.49150, -2.55525)
C (-2.21863, -2.28355, -2.80894)
C (-0.94301, -1.84329, -2.48325)
C (-0.80562, -0.59871, -1.89277)
C (-1.90983, 0.19597, -1.60986)
C (-3.17511, -0.25265, -1.95008)
N (0.52324, -0.02064, -1.57023)
C (1.64895, -0.96644, -1.69412)
C (2.21367, -1.23223, -2.93153)
C (3.25951, -2.13137, -3.02368)
C (3.73344, -2.75452, -1.87553)
C (3.17268, -2.48817, -0.64048)
C (2.12203, -1.58123, -0.54363)
N (1.47262, -1.25816, 0.67063)
N (1.89586, -1.95821, 1.71605)
C (1.31701, -2.02770, 2.84802)
C (1.88577, -2.76008, 3.95687)
C (1.30552, -2.81346, 5.15780)
C (0.02669, -2.16081, 5.36347)
C (-0.58863, -1.46912, 4.41528)
N (0.40630, 0.13813, 2.92329)
H (-4.31493, -1.84888, -2.81141)
H (-2.34125, -3.25798, -3.26093)
H (-0.08355, -2.46466, -2.68885)
H (-1.79503, 1.16343, -1.12769)
H (-4.03693, 0.36408, -1.73538)
H (1.83944, -0.73309, -3.81413)
H (3.70378, -2.34287, -3.98578)
H (4.55270, -3.45733, -1.94299)
H (3.53845, -2.97397, 0.25088)
H (2.82095, -3.25513, 3.73668)
H (1.75194, -3.36731, 5.96927)
H (-0.47929, -2.25787, 6.31480)
H (-1.55645, -0.99411, 4.48783)
N (0.04361, -1.25759, 3.09635)
C (-1.00194, -1.56187, 1.96893)
O (-1.28518, -0.55702, 1.24784)
C (-1.49546, -2.81684, 1.90212)
C (-1.06476, -3.87757, 2.75540)
N (-0.69910, -4.73898, 3.42187)
C (-2.47094, -3.09908, 0.89334)
N (-3.25976, -3.33104, 0.09224)
H (1.19957, 0.31299, 3.53818)
H (-0.38050, 0.71076, 3.22941)
F (-2.46876, 4.68325, 0.37804)
C (-1.46943, 4.71747, -0.49832)
C (-1.68751, 4.19047, -1.75833)
F (-2.88191, 3.67768, -2.05564)
C (-0.61376, 3.95168, -2.60334)
C (0.62912, 4.47559, -2.26386)
C (0.84398, 4.99733, -1.00451)
F (2.09139, 5.24737, -0.62476)
C (-0.17581, 4.99345, -0.06119)
C (0.18388, 4.55199, 1.32737)
C (0.18659, 3.21287, 1.24413)
N (0.06532, 2.06545, 0.95816)
C (0.47888, 5.29980, 2.48924)
N (0.73159, 5.89867, 3.43875)
F (1.67531, 4.27186, -3.06075)
C (-0.64144, 2.78609, -3.53284)
C (0.03562, 1.78874, -3.00124)
N (0.86070, 1.05391, -2.48659)
C (-1.37901, 2.67813, -4.74762)
N (-1.98893, 2.58175, -5.71571)

Its relative energy (zero: lowest compared OMol25 entry of this formula, charge and spin) is 5.4043 eV. The value obtained for the largest force on an atom is 0.36 eV Å⁻¹. For the energy, the calculation gives -4267.85164 a.u. Its net charge is +1.

Löwdin atomic charge list, values in e, 2 entries: 0.546 -0.061

=====

| no. | lowest unoccupied orbital energy (eV) |
| --- | --- |
| 1 | 0.175 |
| 2 | -4.464 |